(1)
10
Properties=species:S:1:pos:R:3 method="wB97M-V/def2-TZVPD" total_energy_ha=-318.34258 homo_energy_ev=-9.23 charge=0 gap_ev=9.07
N -1.593 1.555 2.359
C -1.087 1.032 1.457
C -0.447 0.388 0.360
N -0.654 0.600 -0.947
C 0.227 -0.243 -1.709
C 0.901 -0.977 -0.738
N 0.434 -0.619 0.497
H -0.073 1.090 -1.820
H 1.654 -1.747 -0.833
H 0.638 -1.080 1.375

(2)
10
Properties=species:S:1:pos:R:3 method="wB97M-V/def2-TZVPD" total_energy_ha=-318.44156 homo_energy_ev=-9.78 charge=0 gap_ev=10.26
N 3.299 -0.714 0.047
C 2.182 -0.404 0.034
C 0.753 -0.170 0.032
N -0.034 -1.211 0.081
C -1.294 -0.713 -0.009
C -1.371 0.640 -0.126
N 0.128 1.033 -0.048
H -2.134 -1.396 0.032
H -2.344 1.126 0.142
H 0.815 1.809 -0.186

(3)
10
Properties=species:S:1:pos:R:3 method="wB97M-V/def2-TZVPD" total_energy_ha=-318.22023 homo_energy_ev="-6.51 / -8.90" charge=0 multiplicity=3 s2=2.06 gap_ev="6.22 / 7.06"
C 1.425 -0.572 -2.509
C 1.208 -0.194 -1.334
C -0.227 0.400 1.933
C 0.790 -0.080 -0.120
N 0.845 0.302 1.025
N -1.382 0.192 1.483
N -1.634 -0.101 0.289
H 1.524 -0.446 -3.553
H -0.023 0.484 2.916
H -2.529 0.015 -0.130

(4)
11
Properties=species:S:1:pos:R:3 method="wB97M-V/def2-TZVPD" total_energy_ha=-393.54163 homo_energy_ev=-9.94 charge=0 gap_ev=9.13
O -0.574 -0.872 1.705
C 0.250 -0.354 1.016
C 1.163 -0.801 -0.105
N 0.835 -0.665 -1.291
C -0.505 -0.342 -1.433
C -1.142 0.611 -0.819
N -0.412 1.532 0.092
N 0.493 0.937 0.861
H 2.379 -0.799 0.379
H -0.815 -0.545 -2.305
H -1.976 1.016 -1.298

(5)
11
Properties=species:S:1:pos:R:3 method="wB97M-V/def2-TZVPD" total_energy_ha=-393.57030 homo_energy_ev=-9.24 charge=0 gap_ev=9.50
C -1.757 0.911 0.546
C -1.389 -0.396 1.144
N -0.103 -0.462 0.362
C 1.211 -1.010 0.623
N 1.882 -0.895 -0.449
O 1.174 0.147 -1.236
C -0.117 0.431 -0.658
N -0.986 1.337 -0.529
H -2.529 1.791 0.740
H -1.651 -0.687 2.116
H 1.548 -1.755 1.411

(6)
11
Properties=species:S:1:pos:R:3 method="wB97M-V/def2-TZVPD" total_energy_ha=-393.60422 homo_energy_ev=-9.27 charge=0 gap_ev=9.86
C 0.410 1.218 0.674
C 1.398 0.337 0.303
C 0.530 -0.738 -0.255
N 0.419 -1.797 -1.199
N -0.830 -2.068 -1.354
O -1.661 -1.176 -0.805
C -0.736 -0.345 -0.183
N -0.918 0.833 0.379
H 0.562 2.220 0.895
H 2.497 0.430 0.385
H -1.672 1.086 1.160

(7)
11
Properties=species:S:1:pos:R:3 method="wB97M-V/def2-TZVPD" total_energy_ha=-393.54572 homo_energy_ev=-8.93 charge=0 gap_ev=9.10
C -1.704 0.034 -0.003
C -1.026 1.163 0.092
C 0.430 0.722 -0.284
C 0.275 -0.585 -0.237
H -2.839 -0.243 0.216
H -1.421 2.140 -0.100
H 1.719 -2.169 0.541
N 1.746 1.138 -0.045
N 2.408 -0.010 0.005
N 1.375 -1.049 -0.047
O -0.963 -1.142 -0.138

(8)
11
Properties=species:S:1:pos:R:3 method="wB97M-V/def2-TZVPD" total_energy_ha=-393.56359 homo_energy_ev=-9.51 charge=0 gap_ev=8.13
O 2.700 -0.487 0.531
C 1.607 -0.361 -0.016
N 1.393 0.888 -0.414
C 0.132 1.236 -0.300
C -1.233 0.509 0.215
C -1.253 -0.795 0.242
N -0.365 -1.605 -0.301
N 0.864 -1.545 -0.567
H 0.164 2.266 -0.598
H -1.949 1.400 0.620
H -2.061 -1.506 0.589